{"formula": "C21H40F6O9Zr", "method": "ωB97M-V/def2-TZVPD", "symbols": ["Zr", "C", "O", "O", "C", "F", "F", "F", "C", "C", "H", "H", "H", "H", "H", "H", "C", "O", "O", "C", "F", "F", "F", "C", "C", "H", "H", "H", "H", "H", "H", "C", "C", "O", "H", "H", "H", "H", "H", "C", "C", "O", "H", "H", "H", "H", "H", "C", "C", "O", "C", "H", "H", "H", "H", "H", "H", "C", "C", "O", "C", "H", "H", "H", "H", "H", "H", "C", "C", "O", "C", "H", "H", "H", "H", "H", "H"], "xyz": [[-4.527, 12.226, 10.217], [-1.418, 12.483, 8.883], [-1.466, 13.869, 8.538], [-2.581, 12.057, 9.285], [-0.885, 11.720, 7.654], [-1.203, 10.422, 7.693], [-1.333, 12.213, 6.490], [0.466, 11.814, 7.612], [-0.335, 14.630, 8.896], [-0.492, 16.013, 8.316], [-0.589, 16.039, 7.228], [-1.463, 16.412, 8.644], [0.290, 16.710, 8.608], [0.599, 14.173, 8.544], [-0.232, 14.701, 9.991], [-0.614, 12.347, 9.641], [-3.114, 10.453, 12.217], [-3.443, 9.861, 10.950], [-3.807, 11.594, 12.199], [-3.428, 9.503, 13.361], [-4.558, 8.815, 13.219], [-2.432, 8.624, 13.556], [-3.516, 10.231, 14.499], [-2.719, 8.752, 10.473], [-3.272, 8.358, 9.106], [-2.590, 7.628, 8.667], [-4.302, 8.024, 9.210], [-3.271, 9.211, 8.427], [-2.811, 7.878, 11.129], [-1.650, 8.975, 10.355], [-2.035, 10.686, 12.149], [-7.066, 15.328, 12.014], [-7.249, 14.093, 11.176], [-6.087, 13.381, 11.023], [-6.665, 15.118, 13.003], [-7.992, 15.913, 12.079], [-6.416, 16.052, 11.504], [-7.671, 14.377, 10.194], [-8.032, 13.457, 11.628], [-6.554, 9.588, 7.333], [-5.729, 10.860, 7.255], [-5.235, 11.251, 8.474], [-5.998, 8.803, 7.841], [-6.895, 9.283, 6.342], [-7.462, 9.796, 7.910], [-6.330, 11.665, 6.796], [-4.896, 10.721, 6.541], [-6.691, 8.264, 10.900], [-7.038, 9.723, 10.897], [-6.203, 10.589, 10.986], [-8.487, 10.072, 10.709], [-7.408, 7.716, 11.510], [-5.678, 8.118, 11.263], [-6.721, 7.894, 9.873], [-8.850, 9.628, 9.779], [-8.590, 11.153, 10.635], [-9.084, 9.697, 11.542], [-1.388, 13.640, 12.393], [-2.435, 14.503, 11.758], [-3.317, 13.999, 11.110], [-2.306, 15.988, 11.925], [-0.393, 14.070, 12.469], [-1.323, 12.704, 11.835], [-1.718, 13.345, 13.395], [-1.260, 16.269, 11.817], [-2.680, 16.315, 12.896], [-2.891, 16.502, 11.163], [-3.870, 14.966, 6.747], [-4.470, 14.997, 8.118], [-4.641, 13.969, 8.731], [-4.874, 16.323, 8.668], [-3.068, 14.234, 6.700], [-3.461, 15.939, 6.464], [-4.669, 14.751, 6.033], [-5.493, 16.226, 9.559], [-5.280, 17.016, 7.937], [-3.952, 16.771, 9.071]], "e_homo_ev": -8.588, "lumo_ev": 0.4, "energy_ha": -2147.7500}

=====

{"formula": "C21H40N3O21S5", "method": "ωB97M-V/def2-TZVPD", "symbols": ["C", "O", "C", "C", "C", "N", "C", "C", "C", "C", "C", "C", "C", "N", "N", "H", "H", "H", "H", "H", "H", "H", "H", "H", "H", "H", "H", "H", "H", "H", "H", "H", "H", "H", "H", "C", "C", "O", "S", "O", "O", "O", "H", "H", "H", "H", "C", "C", "O", "S", "O", "O", "O", "H", "H", "H", "H", "C", "C", "O", "S", "O", "O", "O", "H", "H", "H", "H", "C", "C", "O", "S", "O", "O", "O", "H", "H", "H", "H", "C", "C", "O", "S", "O", "O", "O", "H", "H", "H", "H"], "xyz": [[1.780, -3.125, 2.975], [2.094, -2.099, 2.028], [1.027, -1.869, 1.095], [0.954, -0.344, 0.724], [0.532, 0.592, 1.949], [-0.687, -0.074, 2.544], [-0.523, -0.554, 3.799], [-1.682, -1.250, 4.426], [-2.917, -1.342, 3.627], [-2.835, -0.715, 2.264], [-4.102, -0.782, 1.326], [-4.314, -2.314, 0.931], [-5.824, -2.690, 1.330], [-6.068, -2.670, 2.783], [-1.742, -0.094, 1.771], [1.358, -2.660, 3.918], [1.048, -3.886, 2.599], [2.720, -3.661, 3.291], [1.185, -2.417, 0.120], [0.080, -2.285, 1.534], [0.116, -0.253, -0.029], [1.916, 0.031, 0.285], [0.221, 1.598, 1.513], [1.331, 0.688, 2.720], [0.462, -0.463, 4.316], [-1.600, -1.674, 5.455], [-3.821, -1.867, 3.998], [-3.918, -0.209, 0.375], [-4.956, -0.328, 1.888], [-3.564, -2.962, 1.461], [-4.128, -2.461, -0.169], [-6.460, -1.905, 0.827], [-6.035, -3.700, 0.902], [-5.813, -1.783, 3.215], [-5.550, -3.453, 3.185], [0.333, 6.312, 0.197], [-0.015, 5.354, 1.319], [0.091, 4.051, 0.735], [1.256, 4.074, -0.401], [2.453, 3.573, 0.177], [0.712, 3.562, -1.611], [1.390, 5.675, -0.530], [-0.511, 6.450, -0.481], [0.660, 7.281, 0.571], [-1.017, 5.520, 1.712], [0.710, 5.419, 2.135], [-0.735, -2.936, -3.104], [-1.487, -4.201, -3.461], [-1.262, -5.084, -2.355], [-1.130, -4.218, -1.004], [-2.391, -4.217, -0.339], [0.078, -4.588, -0.348], [-0.926, -2.772, -1.691], [0.334, -3.044, -3.293], [-1.112, -2.067, -3.643], [-1.133, -4.647, -4.389], [-2.562, -4.017, -3.534], [-3.858, 3.899, -0.190], [-4.866, 4.704, 0.611], [-4.553, 6.068, 0.327], [-3.990, 6.180, -1.184], [-5.057, 6.573, -2.034], [-2.744, 6.866, -1.147], [-3.708, 4.606, -1.421], [-2.885, 3.873, 0.309], [-4.196, 2.880, -0.376], [-4.800, 4.508, 1.680], [-5.887, 4.512, 0.269], [7.366, 3.027, -1.014], [6.711, 2.259, -2.147], [5.470, 1.797, -1.609], [4.924, 2.877, -0.534], [3.992, 3.717, -1.199], [4.645, 2.198, 0.685], [6.297, 3.713, -0.360], [7.829, 2.349, -0.292], [8.110, 3.736, -1.373], [7.317, 1.421, -2.488], [6.490, 2.914, -2.993], [4.166, -4.782, -2.193], [4.647, -3.487, -2.821], [4.418, -3.652, -4.222], [3.111, -4.573, -4.442], [1.992, -3.719, -4.675], [3.453, -5.641, -5.312], [2.998, -5.144, -2.935], [4.905, -5.578, -2.311], [3.926, -4.665, -1.138], [5.700, -3.295, -2.623], [4.052, -2.636, -2.478]], "e_homo_ev": -11.942, "lumo_ev": -4.4, "e_above_lowest_kcal_mol": 40.2, "total_charge": 1, "energy_ha": -4558.9453}

=====

{"formula": "C21H40P2Ti", "method": "ωB97M-V/def2-TZVPD", "symbols": ["P", "P", "C", "C", "H", "H", "H", "H", "C", "H", "H", "H", "C", "H", "H", "H", "C", "H", "H", "H", "C", "H", "H", "H", "Ti", "C", "C", "C", "C", "C", "C", "C", "C", "C", "H", "H", "H", "H", "H", "H", "H", "H", "H", "H", "H", "H", "H", "H", "H", "C", "C", "C", "C", "C", "C", "H", "H", "H", "H", "H", "H", "H", "H", "H"], "xyz": [[1.652, -1.632, -1.771], [0.475, 1.857, -1.179], [1.779, -0.028, -2.859], [1.868, 1.359, -2.222], [0.992, 0.044, -3.633], [2.707, -0.098, -3.458], [2.755, 1.357, -1.575], [1.979, 2.090, -3.053], [-0.863, 2.697, -1.990], [-0.926, 3.759, -1.683], [-1.799, 2.143, -1.776], [-0.632, 2.654, -3.048], [1.152, 2.943, 0.056], [0.996, 4.001, -0.240], [2.229, 2.721, 0.200], [0.617, 2.721, 0.964], [0.498, -3.083, -2.445], [0.628, -3.736, -1.563], [0.893, -3.628, -3.315], [-0.616, -2.923, -2.491], [3.073, -2.291, -2.735], [3.879, -1.574, -2.567], [2.808, -2.340, -3.792], [3.346, -3.281, -2.367], [-0.675, -0.819, -3.143], [-0.240, 1.278, -4.817], [-1.603, 1.230, -4.526], [-2.685, 0.505, -5.252], [-2.229, -0.892, -5.714], [-1.299, -1.605, -4.783], [0.156, -1.517, -4.841], [0.919, -0.685, -5.891], [0.426, 0.743, -6.087], [-1.788, -1.875, -1.032], [0.344, 2.177, -4.450], [-2.087, 2.096, -4.070], [-3.039, 1.110, -6.104], [-3.566, 0.450, -4.583], [-3.118, -1.531, -5.761], [-1.751, -0.838, -6.701], [-1.731, -2.415, -4.158], [0.653, -2.491, -4.836], [0.874, -1.190, -6.873], [1.987, -0.665, -5.600], [1.304, 1.390, -6.279], [-0.162, 0.852, -7.022], [-1.559, -1.358, -0.081], [-1.766, -2.952, -0.808], [-2.834, -1.624, -1.282], [-1.511, 1.071, 3.064], [-0.310, 0.356, 2.411], [1.016, 0.993, 2.865], [-0.320, -1.126, 2.713], [-0.393, 0.392, 0.930], [-0.187, 0.492, -0.291], [-1.450, 1.005, 4.154], [-2.460, 0.625, 2.745], [-1.540, 2.135, 2.795], [1.162, 0.871, 3.950], [1.869, 0.521, 2.364], [1.049, 2.064, 2.648], [-1.194, -1.608, 2.269], [0.573, -1.611, 2.285], [-0.326, -1.287, 3.788]], "e_homo_ev": [-4.447, -6.518], "lumo_ev": [0.3, 0.3], "e_above_lowest_kcal_mol": 0.0, "spin_multiplicity": 3, "energy_ha": -2355.8972}

=====

{"formula": "C21H41BClCsF4NO6SSi", "method": "ωB97M-V/def2-TZVPD", "symbols": ["C", "C", "C", "O", "O", "C", "C", "C", "C", "C", "C", "S", "O", "Si", "C", "C", "C", "H", "H", "H", "H", "H", "H", "H", "H", "H", "H", "H", "H", "H", "H", "H", "H", "H", "H", "H", "H", "H", "H", "H", "H", "H", "C", "C", "C", "C", "C", "C", "H", "H", "H", "H", "H", "H", "O", "H", "H", "C", "C", "O", "N", "C", "H", "H", "H", "H", "H", "H", "H", "O", "H", "Cl", "Cs", "B", "F", "F", "F", "F"], "xyz": [[5.632, -4.006, -2.149], [5.923, -3.634, -0.899], [5.038, -2.629, -0.343], [3.867, -2.899, -0.069], [5.575, -1.447, -0.168], [4.742, -0.335, 0.180], [5.609, 0.897, 0.085], [4.913, 2.159, 0.597], [3.761, 2.639, -0.311], [2.401, 2.749, 0.380], [1.918, 1.403, 0.909], [0.267, 1.436, 1.627], [-0.090, 3.063, 1.768], [-1.135, 0.552, 0.142], [-0.553, -1.129, -0.359], [-2.724, 0.429, 1.092], [-1.237, 1.632, -1.366], [4.613, -3.984, -2.517], [6.425, -4.284, -2.831], [6.744, -4.053, -0.350], [4.346, -0.470, 1.188], [3.916, -0.287, -0.529], [5.918, 1.043, -0.949], [6.507, 0.739, 0.681], [5.673, 2.932, 0.651], [4.532, 1.976, 1.604], [3.986, 3.654, -0.634], [3.697, 2.041, -1.220], [2.483, 3.443, 1.214], [1.681, 3.146, -0.333], [1.881, 0.659, 0.114], [2.573, 1.058, 1.703], [-0.423, 3.162, 2.673], [0.356, -1.117, -0.960], [-0.391, -1.811, 0.474], [-1.360, -1.531, -0.977], [-3.021, -0.614, 1.121], [-2.607, 0.769, 2.123], [-3.491, 1.037, 0.622], [-0.616, 1.227, -2.163], [-0.892, 2.649, -1.179], [-2.262, 1.669, -1.728], [-2.623, 6.835, 6.292], [-1.577, 7.572, 5.753], [-0.854, 7.070, 4.681], [-1.183, 5.833, 4.145], [-2.232, 5.098, 4.681], [-2.950, 5.598, 5.758], [-3.186, 7.228, 7.129], [-1.326, 8.539, 6.169], [-0.036, 7.642, 4.263], [-0.620, 5.449, 3.302], [-2.497, 4.135, 4.261], [-3.766, 5.024, 6.177], [-3.909, -1.506, -1.059], [-4.185, -2.373, -0.722], [-4.752, -1.056, -1.184], [-7.947, -3.572, -1.760], [-6.625, -4.254, -2.026], [-5.883, -4.630, -1.115], [-6.220, -4.359, -3.311], [-6.894, -3.945, -4.530], [-8.100, -3.522, -0.688], [-7.891, -2.546, -2.156], [-8.775, -4.108, -2.217], [-5.310, -4.778, -3.414], [-6.982, -4.777, -5.236], [-6.301, -3.163, -5.022], [-7.873, -3.543, -4.287], [-6.608, -6.696, -6.185], [-5.940, -7.370, -6.360], [-9.239, -6.416, -1.314], [4.003, -4.437, 1.505], [8.841, -2.573, -2.096], [7.765, -1.645, -2.075], [10.005, -1.948, -2.502], [8.993, -3.110, -0.792], [8.504, -3.628, -2.980]], "e_homo_ev": -2.468, "lumo_ev": -1.4, "total_charge": -1, "energy_ha": -2923.3073}

=====

{"formula": "C21H41CuO11S4", "method": "ωB97M-V/def2-TZVPD", "symbols": ["Cu", "C", "O", "H", "H", "H", "C", "C", "C", "S", "O", "O", "C", "H", "H", "H", "H", "H", "H", "H", "H", "C", "C", "C", "S", "O", "O", "C", "H", "H", "H", "H", "H", "H", "H", "H", "C", "C", "C", "S", "O", "O", "C", "H", "H", "H", "H", "H", "H", "H", "H", "C", "C", "C", "S", "O", "O", "C", "H", "H", "H", "H", "H", "H", "H", "H", "O", "C", "O", "C", "C", "C", "H", "H", "H", "H", "H", "H"], "xyz": [[22.863, 24.100, 25.517], [23.799, 24.542, 29.138], [23.612, 24.325, 27.797], [23.010, 25.095, 29.648], [23.845, 23.537, 29.558], [24.729, 24.984, 29.496], [28.492, 26.279, 24.842], [27.881, 26.655, 26.199], [26.455, 25.929, 26.299], [26.741, 24.259, 25.731], [25.622, 23.828, 24.855], [27.208, 23.390, 26.821], [28.236, 24.783, 24.595], [29.574, 26.405, 24.871], [28.235, 26.939, 24.013], [27.679, 27.718, 26.327], [28.557, 26.325, 26.988], [25.759, 26.180, 25.499], [25.961, 25.998, 27.269], [27.906, 24.670, 23.563], [29.001, 24.021, 24.743], [20.293, 22.290, 27.615], [19.279, 21.500, 26.789], [19.102, 22.174, 25.471], [19.441, 23.978, 25.701], [18.262, 24.813, 25.546], [20.619, 24.170, 24.872], [19.874, 23.781, 27.469], [21.319, 22.103, 27.299], [20.287, 21.830, 28.603], [18.375, 21.498, 27.398], [19.644, 20.494, 26.584], [18.117, 22.087, 25.014], [19.924, 21.891, 24.814], [18.876, 23.918, 27.886], [20.540, 24.630, 27.620], [24.973, 19.552, 27.150], [25.494, 19.504, 25.703], [24.333, 19.713, 24.805], [23.034, 20.672, 25.739], [21.997, 19.683, 26.004], [22.829, 21.962, 25.078], [24.094, 20.762, 27.279], [25.846, 19.537, 27.803], [24.461, 18.606, 27.327], [26.048, 18.601, 25.446], [26.234, 20.284, 25.525], [23.851, 18.874, 24.303], [24.617, 20.330, 23.953], [23.463, 20.990, 28.138], [24.626, 21.699, 27.114], [19.727, 28.285, 23.052], [21.142, 28.485, 22.562], [21.993, 28.725, 23.785], [21.337, 27.588, 25.076], [21.042, 28.386, 26.244], [22.190, 26.432, 25.195], [19.812, 27.184, 24.086], [19.076, 27.932, 22.253], [19.332, 29.202, 23.491], [21.213, 29.339, 21.889], [21.446, 27.604, 21.998], [21.808, 29.710, 24.214], [23.079, 28.642, 23.797], [18.928, 27.070, 24.713], [19.986, 26.305, 23.466], [23.403, 24.920, 23.161], [22.950, 24.435, 22.127], [23.450, 24.806, 20.877], [22.815, 24.274, 19.779], [22.181, 23.060, 20.446], [21.745, 23.540, 21.840], [23.418, 24.093, 18.889], [21.971, 24.885, 19.458], [22.952, 22.303, 20.585], [21.315, 22.615, 19.955], [21.740, 22.751, 22.592], [20.908, 24.233, 21.924]], "e_homo_ev": [-11.713, -11.679], "lumo_ev": [-1.7, -4.8], "spin_multiplicity": 2, "total_charge": 1, "energy_ha": -4885.2662}

=====

{"formula": "C21H41N5PPdSe", "method": "ωB97M-V/def2-TZVPD", "symbols": ["Pd", "N", "C", "C", "C", "N", "H", "H", "H", "H", "H", "H", "H", "H", "H", "H", "Se", "N", "C", "C", "C", "C", "C", "C", "N", "H", "H", "H", "H", "C", "C", "C", "C", "P", "N", "C", "C", "C", "C", "C", "C", "C", "C", "H", "H", "H", "H", "H", "H", "H", "H", "H", "H", "H", "H", "H", "H", "H", "H", "H", "H", "H", "H", "H", "H", "H", "H", "H", "H", "H"], "xyz": [[0.700, 1.568, 0.003], [1.257, 1.860, -2.109], [0.128, 2.305, -2.973], [-0.347, 3.700, -2.609], [-1.072, 3.810, -1.282], [-0.135, 3.674, -0.127], [2.019, 2.526, -2.198], [1.621, 0.971, -2.440], [-0.681, 1.586, -2.847], [0.436, 2.277, -4.017], [-1.026, 4.035, -3.393], [0.497, 4.402, -2.632], [-1.819, 3.020, -1.200], [-1.595, 4.763, -1.216], [-0.630, 3.896, 0.732], [0.592, 4.381, -0.206], [1.052, 1.385, 3.658], [1.830, 1.838, 2.091], [3.007, 2.340, 2.401], [3.993, 2.812, 1.459], [5.217, 3.325, 1.921], [5.505, 3.390, 3.270], [4.574, 2.919, 4.239], [3.325, 2.391, 3.802], [2.407, 1.927, 4.631], [3.790, 2.761, 0.398], [5.951, 3.674, 1.205], [6.453, 3.800, 3.598], [4.797, 2.951, 5.301], [-3.608, -2.312, 0.534], [-2.577, -1.188, 0.702], [-3.142, 0.148, 0.194], [-2.245, -0.995, 2.188], [-0.994, -1.601, -0.238], [-0.135, -0.148, -0.344], [-1.303, -2.074, -2.054], [-1.692, -3.552, -2.183], [-2.433, -1.188, -2.593], [-0.042, -1.770, -2.886], [0.166, -2.777, 0.669], [1.280, -3.199, -0.300], [0.842, -2.057, 1.846], [-0.602, -4.014, 1.159], [-4.460, -2.077, 1.177], [-3.234, -3.285, 0.845], [-3.989, -2.389, -0.481], [-3.941, 0.444, 0.876], [-3.576, 0.087, -0.797], [-2.394, 0.942, 0.201], [-3.155, -0.647, 2.680], [-1.479, -0.230, 2.339], [-1.944, -1.910, 2.688], [-2.631, -3.790, -1.689], [-0.920, -4.230, -1.830], [-1.825, -3.756, -3.248], [-3.399, -1.413, -2.151], [-2.521, -1.391, -3.663], [-2.224, -0.124, -2.476], [0.736, -2.517, -2.779], [0.381, -0.789, -2.660], [-0.342, -1.764, -3.936], [1.810, -2.346, -0.727], [0.921, -3.840, -1.100], [2.003, -3.784, 0.273], [1.274, -1.103, 1.541], [1.666, -2.689, 2.186], [0.180, -1.911, 2.694], [-1.122, -4.538, 0.361], [-1.310, -3.793, 1.953], [0.133, -4.711, 1.570]], "e_homo_ev": [-17.472, -17.776], "lumo_ev": [-10.9, -12.7], "e_above_lowest_kcal_mol": 1.5, "spin_multiplicity": 5, "total_charge": 3, "energy_ha": -3968.1307}